{"formula": "C34H66Br10F3NiO12S5", "method": "ωB97M-V/def2-TZVPD", "de_lowest_kcal_mol": 0.00, "homo_lumo_gap_ev": [8.43, 6.97], "lumo_ev": [-3.4, -4.8], "total_energy_ev": -864681.5084, "homo_energy_ha": [-0.434, -0.434], "multiplicity": 3, "charge": 1, "species": ["Ni", "C", "O", "O", "C", "F", "F", "F", "C", "C", "H", "H", "H", "H", "H", "H", "C", "C", "C", "S", "O", "O", "C", "H", "H", "H", "H", "H", "H", "H", "H", "C", "C", "C", "S", "O", "O", "C", "H", "H", "H", "H", "H", "H", "H", "H", "C", "C", "C", "S", "O", "O", "C", "H", "H", "H", "H", "H", "H", "H", "H", "C", "C", "C", "S", "O", "O", "C", "H", "H", "H", "H", "H", "H", "H", "H", "C", "C", "C", "S", "O", "O", "C", "H", "H", "H", "H", "H", "H", "H", "H", "Br", "C", "C", "Br", "H", "H", "H", "H", "Br", "C", "C", "Br", "H", "H", "H", "H", "Br", "C", "C", "Br", "H", "H", "H", "H", "Br", "C", "C", "Br", "H", "H", "H", "H", "Br", "C", "C", "Br", "H", "H", "H", "H"], "positions_angstrom": [[-3.834, 0.900, 2.234], [-0.754, -0.310, 1.170], [-0.250, 0.488, 0.064], [-2.072, 0.270, 1.418], [-0.386, -1.897, 0.931], [-0.218, -2.173, -0.388], [0.723, -2.375, 1.658], [-1.433, -2.621, 1.352], [1.110, 0.907, 0.160], [1.308, 1.574, -1.202], [0.458, 2.147, -1.574], [2.082, 2.340, -1.244], [1.632, 0.768, -1.861], [1.825, 0.114, 0.381], [1.093, 1.710, 0.896], [-0.180, 0.009, 2.040], [0.072, -1.294, 6.453], [0.405, -2.519, 5.509], [1.732, -2.213, 4.769], [1.984, -0.314, 4.848], [1.972, 0.425, 3.620], [2.900, -0.096, 5.945], [0.329, 0.035, 5.776], [0.522, -1.417, 7.438], [-0.985, -1.422, 6.688], [-0.413, -2.657, 4.802], [0.464, -3.337, 6.226], [1.581, -2.404, 3.707], [2.651, -2.676, 5.129], [-0.435, 0.282, 5.039], [0.516, 0.866, 6.456], [-2.746, 2.541, -3.310], [-4.166, 2.052, -3.597], [-5.184, 2.241, -2.454], [-4.198, 2.594, -0.908], [-4.386, 1.532, 0.138], [-4.354, 4.036, -0.504], [-2.508, 2.362, -1.764], [-2.659, 3.554, -3.703], [-1.968, 2.116, -3.945], [-4.060, 0.978, -3.750], [-4.621, 2.407, -4.521], [-5.888, 1.426, -2.282], [-5.759, 3.112, -2.767], [-2.291, 1.301, -1.635], [-1.773, 2.808, -1.094], [3.554, -3.199, -1.882], [4.389, -1.997, -1.841], [5.220, -2.095, -0.477], [4.101, -2.702, 0.749], [3.299, -1.611, 1.373], [4.678, -3.723, 1.579], [3.029, -3.520, -0.449], [4.104, -4.050, -2.284], [2.629, -2.997, -2.422], [3.742, -1.134, -1.685], [4.923, -1.792, -2.769], [5.587, -1.105, -0.207], [5.998, -2.857, -0.419], [2.034, -3.142, -0.217], [3.053, -4.606, -0.352], [-3.998, -2.959, -0.599], [-4.234, -3.986, 0.568], [-4.838, -3.335, 1.800], [-5.670, -1.823, 1.208], [-4.926, -0.685, 1.661], [-7.135, -1.785, 1.269], [-5.236, -2.138, -0.529], [-4.019, -3.519, -1.534], [-3.094, -2.384, -0.398], [-3.198, -4.323, 0.612], [-4.807, -4.833, 0.190], [-4.247, -3.087, 2.682], [-5.601, -3.982, 2.234], [-5.465, -1.276, -1.157], [-6.000, -2.764, -0.991], [0.051, 3.223, 3.521], [-0.334, 3.884, 4.875], [-1.869, 3.768, 5.011], [-2.468, 4.110, 3.349], [-2.967, 5.434, 3.171], [-3.338, 2.990, 2.926], [-0.831, 3.912, 2.479], [-0.165, 2.157, 3.456], [1.057, 3.207, 3.102], [-0.278, 4.970, 4.958], [0.129, 3.265, 5.643], [-2.373, 4.490, 5.653], [-2.386, 2.843, 5.266], [-0.504, 4.908, 2.179], [-1.013, 3.422, 1.523], [5.023, 3.887, -4.214], [4.440, 3.262, -2.350], [5.531, 3.390, -1.243], [4.717, 2.641, 0.305], [4.170, 2.206, -2.372], [3.496, 3.770, -2.151], [5.640, 4.469, -1.133], [6.530, 3.050, -1.514], [2.608, 0.655, -4.426], [4.141, 0.870, -5.661], [3.959, 0.180, -6.930], [5.205, 0.899, -8.363], [5.080, 0.553, -5.209], [4.148, 1.931, -5.911], [2.912, 0.386, -7.151], [4.074, -0.900, -7.021], [1.197, 7.287, -4.076], [1.010, 5.497, -3.377], [0.313, 4.583, -4.448], [1.473, 3.908, -6.028], [0.456, 5.507, -2.439], [1.880, 4.922, -3.061], [-0.622, 4.962, -4.859], [0.035, 3.670, -3.921], [0.210, -6.348, 5.588], [0.313, -6.436, 3.606], [1.395, -5.545, 3.000], [0.839, -5.419, 1.099], [-0.657, -6.119, 3.224], [0.527, -7.452, 3.274], [2.416, -5.914, 3.103], [1.158, -4.596, 3.482], [-1.865, -3.994, -3.766], [-0.890, -2.250, -3.921], [-1.891, -1.187, -4.467], [-2.801, -1.749, -6.155], [0.036, -2.425, -4.469], [-0.580, -2.064, -2.892], [-1.422, -0.221, -4.659], [-2.625, -1.212, -3.662]]}